ORCA calculation (wB97M-V/def2-TZVPD) on C15H60BNO26 as an isolated structure in a non-equilibrium geometry.

Summary:
- max |F| (eV/A) = 19.96
- Kohn-Sham gap (eV) = 7.6

Each line ends with the Löwdin charge.
Geometry (Å):
C  4.199  2.988  -2.122  -0.11
C  3.074  3.990  -2.420  -0.26
C  1.880  3.839  -1.469  -0.21
C  0.625  4.346  -2.117  -0.14
N  -0.643  4.089  -1.367  -0.18
C  -0.743  2.602  -1.017  -0.11
C  -2.234  2.264  -0.884  -0.13
C  -3.047  3.462  -1.482  -0.10
C  -1.867  4.291  -1.996  -0.20
C  -0.761  4.875  0.028  -0.08
C  -0.475  6.326  -0.271  -0.25
C  -0.985  7.076  0.962  -0.15
H  5.248  3.112  -2.416  0.07
H  3.890  2.021  -2.686  0.11
H  4.349  2.934  -1.021  0.09
H  2.663  3.910  -3.502  0.13
H  3.413  5.143  -2.324  0.15
H  2.093  4.468  -0.587  0.12
H  1.919  2.895  -1.124  0.07
H  0.479  3.840  -3.112  0.15
H  0.641  5.416  -2.655  0.19
H  -0.438  2.384  0.004  0.13
H  -0.446  2.060  -1.942  0.16
H  -2.427  2.121  0.249  0.12
H  -2.303  1.223  -1.562  0.17
H  -3.450  3.988  -0.616  0.10
H  -3.820  3.140  -2.144  0.12
H  -2.311  5.189  -2.002  0.10
H  -1.985  3.850  -2.902  0.12
H  0.008  4.563  0.849  0.18
H  -1.727  4.758  0.516  0.13
H  -1.149  6.882  -1.077  0.17
H  0.547  6.620  -0.199  0.10
H  -0.849  8.167  0.791  0.08
H  -0.715  6.830  1.996  0.08
H  -2.122  7.077  1.123  0.10
O  -3.157  -0.404  1.676  0.10
C  -2.096  -1.129  1.503  -0.28
O  -1.658  -1.176  0.259  0.25
B  -0.267  -1.624  0.394  -0.81
O  -0.015  -1.855  1.813  0.32
C  -1.142  -1.559  2.333  -0.38
O  -1.354  -1.814  3.571  0.05
O  0.697  -0.624  -0.186  0.28
C  1.255  -1.124  -1.193  -0.39
O  2.260  -0.619  -1.717  0.09
C  0.783  -2.495  -1.377  -0.40
O  -0.107  -2.769  -0.539  0.26
O  1.275  -3.385  -2.051  0.13
O  -3.868  0.656  4.755  0.00
H  -3.779  0.201  3.948  -0.03
H  -4.043  0.016  5.388  -0.01
O  2.452  -5.835  -2.880  -0.11
H  1.730  -6.472  -2.727  0.03
H  2.155  -5.021  -2.323  0.03
O  -5.031  1.542  1.157  -0.03
H  -4.445  2.306  1.201  0.03
H  -4.746  0.716  1.423  -0.07
O  -1.706  -4.625  2.254  -0.08
H  -1.334  -4.116  3.092  0.06
H  -1.148  -4.899  1.542  -0.04
O  3.022  -2.164  2.530  -0.08
H  2.307  -2.762  2.320  -0.03
H  3.343  -2.458  3.478  0.12
O  1.356  -4.320  1.853  -0.02
H  0.781  -4.270  2.567  -0.03
H  2.028  -4.994  2.123  0.12
O  -3.504  -2.754  5.446  0.01
H  -2.869  -2.433  4.744  0.04
H  -3.475  -2.480  6.254  -0.08
O  -5.975  -0.933  2.267  0.11
H  -5.337  -1.224  1.596  0.07
H  -5.953  -1.502  2.788  -0.16
O  6.015  -0.037  -1.767  -0.18
H  6.547  -0.622  -1.039  0.11
H  5.041  -0.399  -1.757  0.04
O  1.332  -2.779  -5.111  -0.06
H  0.406  -2.617  -5.288  0.05
H  1.195  -3.382  -4.324  0.06
O  -0.026  -4.482  4.418  0.02
H  0.013  -3.647  4.931  0.08
H  0.250  -5.214  4.820  0.00
O  -0.397  -5.977  0.298  -0.04
H  0.266  -6.736  0.406  0.12
H  0.215  -5.324  0.531  -0.04
O  4.609  -2.889  -2.215  -0.02
H  5.163  -3.605  -1.913  0.04
H  3.995  -2.727  -1.521  -0.01
O  3.748  -0.360  0.562  -0.04
H  3.398  -0.784  1.246  -0.11
H  2.987  -0.013  -0.056  0.07
O  0.655  -0.486  4.892  -0.13
H  0.863  -1.450  5.234  0.07
H  -0.300  -0.714  4.557  0.04
O  -2.517  -0.984  -2.565  -0.07
H  -2.023  -1.214  -1.767  0.00
H  -3.077  -1.757  -2.852  0.08
O  -1.204  -4.921  -2.364  -0.03
H  -0.827  -4.404  -1.647  -0.01
H  -1.621  -5.596  -1.882  0.00
O  2.037  -0.024  -4.498  -0.20
H  2.306  -0.085  -3.508  0.00
H  1.986  -1.109  -4.600  0.08